[1]
135
Properties=species:S:1:pos:R:3:forces:R:3 method="wB97M-V/def2-TZVPD" molar_mass_g_mol=1420.820 smiles="CC(=O)OCCCCC[C@@]1(P(C)O)OS(=O)(=O)O[C@]1(CCO[Si](C)(C)C)P(C)O.FC(F)C(F)(F)COC(F)(F)C(F)F.FC(F)C(F)(F)COC(F)(F)C(F)F.FC(F)C(F)(F)COC(F)(F)C(F)F.FC(F)C(F)(F)COC(F)(F)C(F)F" max_force_ha_per_bohr=0.1049 energy_ev=-189005.5788 homo_energy_ev=-8.57
H -6.552029 5.576928 9.156402 -0.01 -0.15 -0.20
C -7.591207 -0.453258 -3.202254 -0.34 -1.10 0.07
H -0.859302 -1.471090 -2.291484 -0.81 1.05 0.72
O -2.316759 -0.568178 -5.689722 -3.70 0.57 3.19
H 3.022182 4.738652 -7.922521 1.55 -0.22 -0.27
C -2.432718 -2.536742 4.365732 -0.63 -0.56 0.15
H -4.534935 1.518858 -5.365872 0.25 -1.86 0.04
H -3.344336 0.511734 -2.041855 1.19 -0.60 -1.11
F -2.111543 -0.734233 6.120201 -0.11 0.54 0.07
C 9.380904 -3.611997 2.961892 0.66 -0.11 0.42
C 8.076719 -3.266037 2.233315 -1.22 1.16 -0.85
F 7.878229 -4.006601 1.127276 0.21 -0.31 0.36
H 9.445552 -3.084867 3.916438 -0.23 0.06 -0.04
H 6.679339 0.591956 -0.914786 -1.75 0.70 -0.21
H -4.567632 0.286479 -6.712415 0.56 -0.10 1.86
C 9.322917 -1.412185 -0.193471 -0.02 0.28 1.03
C -4.517392 1.797786 10.295940 0.23 0.81 -0.53
F 10.258486 -1.043976 0.713979 0.01 -0.22 -0.23
H 1.632138 -3.384389 -2.367577 1.22 0.86 -0.60
F -7.614135 3.727001 7.659308 0.06 0.41 0.31
H 1.716394 1.968312 -7.402638 1.37 -0.92 -0.64
O 3.069293 0.383317 -4.447267 -1.44 -1.15 -0.03
C -5.428008 1.332001 11.434043 0.05 -0.45 0.79
O -6.988322 -2.655037 -2.077314 -0.84 0.85 0.97
H 2.029426 2.735737 -5.280565 1.33 0.22 0.53
H 2.666072 0.752055 0.061091 -1.09 -0.50 -1.42
P 3.349771 -1.671792 -1.510380 0.52 -1.73 0.75
H -2.052789 -2.864022 5.336961 0.17 0.28 -0.12
H -1.950671 0.693756 -3.342311 -0.80 -0.89 1.24
C -6.521985 -1.454301 -2.710199 0.63 -0.47 -0.32
H -0.746025 1.220572 -1.336533 0.19 -1.24 1.14
H -6.994745 1.333601 -2.110515 0.11 -0.13 -0.09
Si 4.102847 2.652280 -7.057994 2.08 -0.40 -0.40
H -6.012962 -1.815263 -3.608483 -0.23 0.00 0.09
F -0.180226 -0.499888 4.561630 -0.14 -0.02 -0.05
H 2.806555 1.213221 -8.735031 -0.10 0.37 1.60
C 2.859860 2.482360 -3.229724 0.89 0.46 0.81
F 9.937681 -3.729257 -0.236716 -0.05 0.11 0.07
C -3.205335 -0.466098 5.383729 -0.12 -1.92 -0.01
O -3.260614 -0.922876 -3.611917 -0.59 1.29 -1.14
H -4.079775 1.123975 4.180877 -0.09 -0.19 0.13
F -6.559223 -3.564735 -0.111876 -0.52 -0.06 0.05
C -4.552071 0.380070 -5.565885 -0.99 0.01 0.13
H 4.866485 0.636192 -0.372164 1.35 0.72 -0.50
F 9.460706 -4.943975 3.198900 -0.40 0.09 -0.10
F -4.755587 1.361441 12.614289 0.23 0.00 -0.26
C 5.677083 1.162390 -0.980105 0.19 -0.76 0.30
H 0.705151 -1.390667 -0.537769 0.30 1.47 0.32
F -7.571194 2.414078 9.367175 -0.28 0.42 0.11
H 7.517601 -0.544374 0.508356 0.28 -0.11 0.16
H -5.881804 1.023201 8.746361 -0.05 0.17 0.29
H 5.266832 -2.283189 -2.560700 -0.16 0.90 0.77
C -0.784571 0.247021 -0.726801 -0.96 -0.81 -0.69
C -3.311333 -0.391396 -4.932972 3.24 -0.40 -3.26
H -5.574829 -0.004059 -5.211198 2.34 0.60 -0.56
C -3.128691 0.884723 4.662058 -0.05 0.68 -0.44
F -0.991813 -3.435841 2.759120 0.25 0.08 0.40
C -7.887849 0.721614 -2.267933 -0.26 0.90 -0.07
P 5.269752 1.271045 -2.846822 1.94 0.73 -1.35
H 6.691384 2.425750 -7.252030 -1.24 -1.06 -0.52
F -9.562056 -1.938364 -1.050621 0.28 -0.09 -0.06
H 5.743116 1.553162 -8.662547 0.27 0.53 1.71
H 5.811284 0.764156 -6.996273 0.18 1.62 -0.72
H 7.094826 0.300358 -3.787155 -0.84 0.16 0.05
F -4.242774 -0.447219 6.254158 -0.02 0.45 -0.23
F -6.507549 2.116671 11.595138 0.06 0.05 -0.11
H 1.806495 2.644172 -2.832285 1.28 -0.44 -0.65
H 1.477760 1.651246 -0.992175 0.74 -1.67 0.02
F 10.465821 -3.281110 2.230303 -0.27 0.11 0.00
H 4.204790 4.051486 -9.162778 -0.19 0.31 1.45
C 4.071405 4.291910 -8.052876 -0.75 0.16 -0.26
C 1.897337 0.595089 -0.787951 0.38 0.78 0.26
H -4.341708 1.579738 8.190716 0.02 0.21 0.21
H -2.967287 -3.406403 3.972584 0.07 0.24 -0.16
C -2.559389 -0.035134 -2.692575 0.92 0.62 0.81
O 4.208121 2.962213 -5.365954 -1.70 -0.75 -0.95
C 0.663033 -0.285786 -0.262076 -0.61 0.23 0.81
H -2.217109 -1.533221 -1.061113 1.02 1.06 -0.79
O 5.041426 -1.809293 -1.720134 -1.25 -0.40 -1.32
F -8.842476 1.522144 -2.810039 0.14 -0.19 -0.25
H 4.886183 5.027092 -7.745170 -1.19 -0.95 -0.29
H 0.441904 -2.382498 4.663612 -0.16 -0.10 -0.02
F -8.357376 0.332025 -1.070585 0.03 -0.13 -0.07
H 2.699565 0.482536 -7.008155 0.27 1.31 -1.06
O 1.408934 -0.497616 -2.838184 1.16 0.75 -2.38
F -3.989263 3.016358 10.561795 -0.21 -0.17 0.17
F -9.035557 -2.696220 0.914737 0.41 -0.03 -0.04
F -3.458048 0.936587 10.237506 -0.40 -0.25 0.12
O 7.982255 -1.894860 1.909571 0.84 -1.18 -0.32
H 9.080025 -2.859473 -1.801749 -0.13 0.12 0.08
O 1.059662 -1.248618 -5.333793 3.00 2.61 2.13
H -1.479508 0.369857 0.186869 1.29 0.16 -1.37
C 2.615738 -0.030756 -2.110366 -1.65 0.80 0.01
C 2.938708 3.104616 -4.701147 -0.75 1.30 0.83
F -8.214662 5.008153 10.096330 -0.03 -0.28 -0.32
C -8.776679 -2.829070 -0.409101 -0.76 -0.19 0.09
C 2.731249 1.452772 -7.618838 -1.41 0.10 0.59
H -9.078332 -3.830813 -0.723224 0.24 -0.04 -0.03
F 10.993299 -2.387592 -1.564787 -0.14 0.31 0.08
H 0.678529 -0.244212 0.890996 0.10 -0.09 -1.88
C 2.640392 -2.990916 -2.715577 1.35 -0.44 -0.27
C -1.297780 -2.248017 3.359770 -0.86 0.22 -0.30
O 0.393284 0.968114 -4.553077 4.05 -1.71 -0.06
C 5.779650 1.788576 -7.531301 -0.24 -0.62 0.08
F -2.824055 1.877996 5.532682 -0.13 -0.34 0.25
H 3.573972 3.100621 -2.567101 -1.12 -0.80 -0.84
F -7.132872 0.065821 -4.384425 -0.67 0.29 0.71
C -7.290298 -2.589213 -0.699670 1.49 0.14 -1.17
H 2.776313 4.244813 -4.567016 0.06 -1.74 -0.01
C -5.149452 1.822327 8.887496 0.21 -0.13 -0.80
F 9.213703 -0.362422 -1.064320 -0.15 -0.34 -0.27
S 1.470224 -0.090898 -4.486990 -5.29 -0.25 1.04
C -6.954458 4.714909 9.693221 0.05 0.68 0.42
C 9.783554 -2.630960 -0.995768 0.47 -0.21 -0.76
H 5.918613 2.220518 -0.596211 -0.76 -1.56 -0.72
F 0.905809 -1.470924 2.962722 -0.22 -0.22 -0.11
C -6.944140 3.464392 8.805742 0.83 -1.32 -1.01
F -1.775596 -1.447757 2.375535 0.25 0.09 0.14
O -5.641084 3.085662 8.415091 -0.84 0.10 1.21
C -0.003408 -1.683757 3.949547 0.88 -0.05 -0.09
F -8.721540 -1.132002 -3.509894 0.06 0.29 0.18
H 7.253568 -2.160310 -0.045798 0.25 -0.09 0.02
H -5.764782 0.303912 11.272062 0.07 0.01 -0.17
O -3.457380 -1.540851 4.504174 1.04 1.05 0.29
C 3.382303 0.948577 -3.114192 -1.25 0.61 0.14
F 7.028833 -3.528483 3.048629 0.47 -0.06 0.23
C -1.567337 -0.815907 -1.684862 -0.65 -0.08 -0.36
H 2.675355 -2.659829 -3.804081 -0.43 -0.51 1.38
H -5.735851 -0.968576 -2.126567 -0.27 0.07 0.03
O 6.149867 0.051264 -3.730302 -0.90 0.37 1.46
C 7.959285 -1.543974 0.517797 -0.64 0.33 0.19
F -6.218665 4.541209 10.811141 0.02 -0.13 -0.27
H 3.378786 -3.877981 -2.621570 -1.11 1.34 -0.02
F -6.834026 -1.428989 -0.191309 -0.33 -0.18 0.37
F -2.169430 0.891188 3.712478 -0.14 -0.24 0.12



[2]
110
Properties=species:S:1:pos:R:3:forces:R:3 method="wB97M-V/def2-TZVPD" molar_mass_g_mol=884.766 smiles="O=C1OC[C@@H](F)O1.O=C1OC[C@@H](F)O1.O=C1OC[C@@H](F)O1.O=C1OC[C@@H](F)O1.COCCOCCOC.COCCOCCOC.Fc1ccccc1.Fc1ccccc1" e_above_lowest_ev=0.000 max_force_ha_per_bohr=0.0745 energy_ev=-91297.8386 homo_energy_ev=-9.20
C -19.583547 -1.585830 -12.821617 -1.31 -0.07 -0.20
H -15.564846 -7.413888 -15.766560 0.14 -0.44 -0.69
H -16.927076 -2.651934 -4.988548 -0.66 0.37 0.57
H -19.828181 -2.705105 -8.939570 0.35 -0.15 -0.10
C -14.712820 -2.907969 -10.406856 0.36 -0.43 -0.72
H -19.662848 -4.596216 -10.133863 0.62 -0.38 -1.03
H -25.911037 -5.441269 -9.755889 -0.72 -0.15 0.56
C -20.343247 -11.735497 -11.771858 -0.17 0.73 -1.73
H -18.929535 -4.772578 -13.249303 -0.46 0.51 0.91
C -16.673942 -6.982980 -8.927068 -0.83 0.16 -1.78
C -20.731344 -2.037508 -13.517982 0.46 -0.69 -1.58
H -15.692170 -5.282705 -7.372556 0.23 1.03 -0.05
H -17.604964 -6.417278 -8.741124 0.00 -0.01 -0.60
H -25.132862 -6.274211 -11.908029 0.37 -0.08 0.81
O -21.688508 -12.195998 -12.033591 -0.02 0.83 -0.63
H -13.965410 -4.833544 -10.468356 1.01 -0.43 -0.32
H -23.548486 -7.332458 -13.139041 0.30 0.71 -0.37
C -18.636361 -7.095750 -11.709609 0.62 -0.96 0.50
O -23.378348 -11.369481 -13.360379 1.29 -0.79 0.30
O -26.542527 -7.509069 -9.964000 2.05 0.71 0.26
H -21.166887 -2.973150 -15.531897 -0.48 0.10 0.78
C -21.722237 -7.281696 -8.535238 1.39 0.59 -0.42
H -17.171775 -5.778221 -6.548877 0.24 -0.50 -0.29
H -21.650886 -7.146631 -9.592885 -0.66 -0.42 -0.62
O -23.653313 -7.471614 -11.045867 -0.28 0.26 -0.47
O -15.340449 -5.859762 -14.507812 0.13 0.63 -0.43
O -15.886419 -4.978597 -9.987870 -0.43 1.69 0.19
H -14.781858 -6.691155 -9.756468 0.45 0.01 -0.22
C -17.791106 -2.705322 -8.211625 0.35 0.38 2.01
C -18.064354 -2.121186 -14.722571 -1.63 -0.62 0.53
H -17.836210 -4.115842 -12.058200 1.34 1.16 0.75
C -15.533239 -4.605100 -14.949528 1.24 0.78 1.75
H -24.637477 -8.556955 -12.540776 0.46 0.04 0.18
H -15.086160 -4.407156 -11.822063 0.06 -0.44 -0.21
C -19.634216 -5.098047 -11.135458 -0.78 -1.45 -0.46
C -17.669459 -2.585998 -5.778529 2.05 0.15 0.53
H -27.969933 -9.325067 -9.955286 -0.05 -0.03 0.23
H -20.883251 -2.738545 -6.773320 -0.14 -0.01 0.03
O -28.695652 -8.553958 -11.684004 1.94 2.70 0.92
C -25.541737 -6.468881 -9.777298 0.24 -0.38 -1.19
O -14.892792 -3.684794 -14.499752 -1.37 -0.78 -1.33
H -21.832700 -1.979573 -13.279647 1.67 0.17 0.40
O -19.790403 -6.276035 -5.978529 0.60 -0.01 0.93
F -15.681284 -2.678476 -7.091931 -1.73 0.15 0.40
C -18.533597 -4.869291 -12.216204 -1.20 -2.15 -1.20
C -19.808613 -2.731384 -6.827615 0.93 1.16 -0.46
O -19.601496 -6.532432 -10.957898 0.72 1.10 0.12
O -20.798560 -8.201574 -6.747887 0.90 0.86 1.57
F -20.893208 -4.938804 -11.677598 0.22 0.86 -0.07
H -19.718340 -1.155477 -11.825926 0.30 -0.10 -0.31
C -19.027247 -2.525501 -5.708770 -1.41 -0.58 1.13
C -19.181829 -2.755004 -15.292142 1.58 2.07 0.06
H -14.680523 -0.439091 -10.998728 -0.04 0.36 0.04
C -17.090102 -2.623242 -6.985520 1.72 -0.78 -3.33
C -23.666860 -8.054697 -12.355927 -0.61 -0.83 0.65
H -17.246046 -2.754618 -9.124753 0.15 0.04 -0.64
H -20.238274 -11.143795 -10.872434 -0.48 0.22 0.17
C -20.337617 -6.877593 -6.820112 -0.88 -0.96 -1.48
F -20.642387 -9.625749 -8.454710 -0.46 1.28 -0.44
C -15.781627 -6.338596 -10.005430 -0.69 -1.27 1.91
H -22.380442 -9.116905 -7.617004 0.44 0.06 -0.23
H -30.402892 -9.464272 -11.732998 -0.55 -0.69 -0.21
H -29.617501 -8.624651 -9.764881 1.03 0.40 -0.87
C -22.224716 -11.472105 -13.063887 -0.33 1.41 0.11
H -28.974940 -10.545053 -11.793175 0.22 -0.79 0.54
H -28.292586 -6.746040 -9.051912 0.51 -0.43 -0.05
H -19.437437 -2.374029 -4.717333 -0.39 -0.27 -0.11
O -16.078393 -7.189630 -7.721939 0.66 -1.32 1.75
H -24.959074 -6.705573 -8.885445 -0.29 0.08 0.21
H -13.882973 -2.690515 -11.061557 0.67 0.74 -0.32
O -21.246550 -10.652076 -13.679401 0.23 -1.31 1.49
C -29.382611 -9.599045 -12.094818 -1.96 -1.79 -2.42
O -18.464263 -8.287938 -11.715346 0.05 0.88 -0.46
H -19.312339 -10.089331 -12.992168 -1.11 -0.34 0.21
C -28.606010 -8.499446 -10.292824 -0.52 0.02 0.60
H -29.347093 -9.610271 -13.202731 -0.36 0.01 0.48
O -17.857644 -6.186875 -12.337101 -1.20 0.49 0.84
O -20.670595 -6.391409 -8.036235 -0.80 -0.79 0.40
O -15.822856 -2.126959 -10.788960 -0.26 -0.25 0.08
C -24.543595 -6.359336 -10.952873 -0.75 -0.67 -0.83
H -28.122895 -6.464053 -10.741023 -0.19 0.16 -0.64
C -16.184205 -6.735836 -15.222769 -0.81 -0.90 1.58
H -15.554786 -6.253006 -5.935471 -0.25 -0.44 -0.39
F -18.383856 -5.937900 -15.421134 0.09 0.72 0.82
C -27.902974 -7.206272 -9.989206 -0.51 0.82 1.21
C -16.149621 -6.095635 -6.847291 0.13 0.75 0.35
H -22.658240 -7.012622 -8.053742 -0.24 0.47 -0.47
H -16.107357 -6.733958 -10.931683 0.03 -0.48 -1.27
H -22.854889 -8.781661 -12.423830 -0.16 0.11 0.13
H -15.590403 -0.619437 -9.423595 0.15 0.34 -0.70
C -21.436652 -8.618243 -7.896485 -0.24 -1.04 0.61
H -14.347117 -2.746701 -9.392811 -0.52 0.08 0.35
H -17.137663 -2.062265 -15.314097 -0.37 -0.03 0.86
H -16.491121 -0.209271 -10.941469 0.48 -0.09 0.12
H -19.665175 -12.556763 -11.747586 0.26 -0.80 0.21
F -19.304042 -11.825780 -13.915373 -0.41 0.04 0.08
H -16.771065 -7.262668 -14.436418 0.30 0.02 -0.83
H -17.417076 -5.999079 -17.007054 0.93 -0.29 -0.80
C -17.120734 -5.837813 -15.989428 -0.71 -0.15 -0.30
C -18.327512 -1.607362 -13.438443 0.75 -0.34 -0.40
C -14.884824 -4.368262 -10.751002 -0.84 1.14 0.55
F -18.992353 -3.200959 -16.550194 -0.55 -0.49 -0.11
H -23.953731 -5.432130 -10.880413 -0.11 -0.14 0.29
C -15.618977 -0.744232 -10.533262 -0.43 -0.63 0.78
H -16.913177 -7.943096 -9.411584 -0.21 -0.07 0.73
C -20.452823 -2.626427 -14.779018 -0.53 -0.43 -0.34
C -20.007667 -10.956811 -13.072708 0.78 0.08 -0.15
H -17.463070 -1.270100 -12.898968 0.12 0.42 0.36
O -16.540831 -4.572776 -15.870744 0.08 0.33 0.34
C -19.159556 -2.712106 -8.078852 -1.27 -0.47 -0.06